No. 1
Below is C7H13N in the gas phase at a distorted geometry, with properties calculated with the ωB97M-V functional and the def2-TZVPD basis.

The LUMO energy (spin up / spin down) comes out at 1.11 / -1.19 eV. As for the max |F|: 10.83 eV/A. Its total energy is -329.0068 Eh. As for the expectation value of S²: 2.006. Its energy above the lowest of the compared OMol25 structures with the same formula, charge and spin is 47.73 kcal/mol. As for the frontier orbital gap (spin up / spin down): 5.039 / 8.825 eV. Its spin multiplicity is 3.

Last column: Löwdin spin population.
Element x y z (Å)
H 1.28 1.68 -2.91  0.04
H 0.47 1.97 -0.34  0.05
H -1.57 1.72 -0.16  0.00
C -1.08 -0.15 1.00  0.03
H 1.73 -0.67 -0.96  0.04
H -1.64 0.21 -1.24  0.01
C -1.80 0.61 -0.12  0.02
C 1.00 1.26 -0.85  0.72
H -1.15 0.17 2.05  0.00
H 0.71 -2.88 1.69  0.00
H -1.02 -3.08 2.21  0.00
H -2.86 0.42 0.01  0.00
H -1.09 -1.89 -0.23  0.00
H 0.07 -1.46 2.60  0.00
H 2.81 1.46 -1.81  0.02
C -0.67 -1.51 0.69  0.06
C 1.05 0.02 -0.45  0.63
C 1.81 1.89 -1.97  0.11
H 1.80 3.01 -1.82  0.00
N 0.37 -0.44 0.70  0.25
C -0.24 -2.34 1.90  0.01



No. 2
Below is a gas-phase ion, C7H13N (charge +1) at a distorted geometry, with properties calculated with the ωB97M-V functional and the def2-TZVPD basis.

The LUMO energy (spin up / spin down) comes out at -3.34 / -6.71 eV. Its charge is +1. As for the max |F|: 1.73 eV/A. Its total energy is -328.9502 Eh. As for the expectation value of S²: 0.764. Its energy above the lowest of the compared OMol25 structures with the same formula, charge and spin is 11.33 kcal/mol. As for the frontier orbital gap (spin up / spin down): 10.478 / 7.350 eV. Its spin multiplicity is 2.

Last column: Löwdin spin population.
Element x y z (Å)
H -0.36 -0.22 1.33  0.00
H 1.01 3.49 2.95  0.01
H 0.22 4.14 1.46  0.00
H 1.59 1.38 1.90  0.00
H -1.24 -2.08 0.47  0.00
H 1.05 -3.88 -2.32  0.00
C -1.00 -1.77 -0.52  0.02
N -0.92 -0.30 -0.57  0.31
H 0.25 2.10 -0.69  0.01
H -0.81 -3.68 -2.37  0.00
H -0.68 0.08 -1.49  0.00
C 0.22 -2.42 -1.07  0.02
H -0.52 2.84 2.44  0.00
C 0.41 3.26 2.06  0.05
H 1.19 -2.13 -0.67  0.00
H 1.99 2.68 0.75  0.01
C -0.29 0.34 0.41  0.13
C 0.16 -3.39 -1.97  0.01
H -1.86 -2.04 -1.14  0.00
C 0.33 1.55 0.24  0.37
C 1.18 2.17 1.28  0.06



No. 3
Below is a molecular structure, C7H13N2 at a distorted geometry, with properties calculated with the ωB97M-V functional and the def2-TZVPD basis.

The LUMO energy comes out at -4.47 eV. Its charge is +1. As for the max |F|: 6.91 eV/A. Its total energy is -383.6315 Eh. Its energy above the lowest of the compared OMol25 structures with the same formula, charge and spin is 116.53 kcal/mol. As for the frontier orbital gap: 9.502 eV.

Last column: Mulliken charge in e.
Element x y z (Å)
N 2.32 -0.06 0.13  -0.10
H 0.41 -1.96 -0.01  0.21
H -1.74 0.04 2.06  0.35
H -2.45 -0.87 0.60  0.33
H 0.31 -2.04 -1.78  0.41
C -0.90 0.58 0.08  1.24
H 2.58 -2.06 -0.33  0.41
C 2.21 -1.21 -0.82  -0.50
N 0.03 -0.05 -0.99  -0.42
H 0.34 1.37 2.00  0.29
H 2.94 -0.03 0.99  0.34
H -2.63 1.92 -0.15  0.42
H 2.60 -0.85 -1.85  0.30
H 0.18 2.51 0.80  0.38
C 0.22 1.38 0.90  -0.78
H -0.75 -1.25 1.18  0.33
C -1.97 1.26 -0.70  -1.47
H -1.42 2.01 -1.38  0.35
C -1.50 -0.46 1.09  -1.36
C 0.66 -1.42 -0.90  -0.42
C 1.27 0.66 0.25  0.39
H -2.69 0.53 -1.17  0.33



No. 4
Below is 2 unconnected molecules or ions with the total composition C7H13N2O at a distorted geometry, with properties calculated with the ωB97M-V functional and the def2-TZVPD basis.

The LUMO energy (spin up / spin down) comes out at -5.66 / -5.67 eV. Its charge is +1. As for the max |F|: 5.84 eV/A. Its total energy is -458.8518 Eh. Its energy above the lowest of the compared OMol25 structures with the same formula, charge and spin is 139.40 kcal/mol. As for the frontier orbital gap (spin up / spin down): 5.277 / 5.274 eV.

Last column: Mulliken charge in e.
Element x y z (Å)
C 1.44 1.72 2.00  -1.07
C 0.13 -1.60 -2.84  -0.18
H 1.81 -2.22 -1.67  0.26
C 0.12 1.30 0.14  0.20
H 0.53 -0.62 2.75  0.38
H 0.67 1.95 -0.53  0.35
H -1.94 -1.72 -0.19  0.38
H 1.10 1.98 2.98  0.36
C -0.98 0.99 -0.58  -0.76
C -0.23 -0.04 2.27  -0.67
H 2.34 -1.73 -3.35  0.30
N 0.32 0.97 1.44  0.08
H -2.98 0.80 -0.09  0.30
H 2.32 1.13 2.14  0.35
N -1.69 -2.10 -1.13  -0.30
C 1.54 -1.86 -2.64  -0.52
O -2.06 0.29 0.02  -0.60
H -0.96 0.36 3.13  0.28
H -1.34 1.47 -1.48  0.57
H -0.96 -0.74 1.74  0.07
C -0.72 -1.78 -1.78  0.54
H 1.75 2.59 1.40  0.31
H -0.21 -1.12 -3.71  0.39



No. 5
Below is a gas-phase ion, C7H13N2O (charge +1) at a distorted geometry, with properties calculated with the ωB97M-V functional and the def2-TZVPD basis.

The LUMO energy (spin up / spin down) comes out at -4.64 / -4.64 eV. Its charge is +1. As for the max |F|: 5.75 eV/A. Its total energy is -458.8049 Eh. Its energy above the lowest of the compared OMol25 structures with the same formula, charge and spin is 168.83 kcal/mol. As for the frontier orbital gap (spin up / spin down): 7.712 / 7.715 eV.

Last column: Mulliken charge in e.
Element x y z (Å)
H -0.77 -0.81 1.75  0.33
H 1.38 -2.50 -0.69  0.35
C 0.20 0.66 -0.37  -0.44
H 1.33 -0.42 0.87  0.43
H 2.78 0.84 0.44  0.28
H 0.44 -1.43 -1.75  0.46
H -0.19 -2.26 1.13  0.55
C -2.53 0.75 -0.20  0.46
C 0.93 1.75 -0.09  0.07
H 1.98 2.02 1.64  0.32
H 0.50 2.77 -0.34  0.33
H -2.19 -2.36 0.08  0.54
H -2.93 2.66 -0.86  0.33
H -1.57 -1.54 -1.02  0.37
N 0.57 -0.69 0.18  0.14
H 2.86 2.66 0.21  0.38
O -2.76 -0.47 0.29  -0.27
N -3.15 1.79 -0.32  -0.35
H 2.06 -1.02 -1.31  0.31
C 2.20 1.83 0.59  -1.26
C -1.78 -1.46 -0.02  -0.57
C 1.14 -1.43 -1.01  -0.89
C -0.48 -1.32 0.81  -0.86



No. 6
Below is 2 unconnected molecules or ions with the total composition C7H13N2O at a distorted geometry, with properties calculated with the ωB97M-V functional and the def2-TZVPD basis.

The LUMO energy comes out at -3.79 eV. Its charge is +1. As for the max |F|: 5.77 eV/A. Its total energy is -458.9269 Eh. Its energy above the lowest of the compared OMol25 structures with the same formula, charge and spin is 92.26 kcal/mol. As for the frontier orbital gap: 8.940 eV.

Last column: Mulliken charge in e.
Element x y z (Å)
N 1.79 -0.37 0.07  -0.32
C -1.57 1.28 -0.95  -1.23
H -3.69 1.36 -0.31  0.45
H -0.86 -1.57 0.76  0.37
H -0.48 -0.63 -1.59  0.61
H 2.19 2.82 0.21  0.40
N 1.20 -3.08 -0.31  -0.85
H 2.13 -3.36 -0.36  0.26
H 0.59 -3.72 0.10  0.22
C -2.72 0.92 -0.45  -0.19
C -0.59 0.00 -0.78  0.16
H 0.97 3.55 1.10  0.31
H -1.43 1.95 -1.65  0.58
H 0.91 -3.05 -1.36  0.28
H -3.13 -0.63 1.15  0.42
C -1.41 -0.81 0.19  -0.39
C 1.41 2.58 0.93  -0.83
H 1.53 -1.36 0.14  0.43
H 2.56 0.06 0.71  0.30
C 0.68 0.47 -0.08  0.45
H 1.99 2.24 1.78  0.35
O 0.50 1.70 0.40  -0.20
C -2.60 -0.36 0.30  -0.58